The following is a DFT calculation (ωB97M-V/def2-TZVPD) of C8H16CdN2O2P as an isolated structure.

XYZ file:
```
30
Properties=species:S:1:pos:R:3:forces:R:3
Cd -0.0537 1.2434 -0.5939 -0.5 -1.2 0.2
C 1.9198 2.6432 -0.8641 0.4 0.7 0.7
C 2.9698 2.0907 -0.0898 -0.7 -0.1 -0.5
C 2.8440 2.0141 1.2935 -0.5 0.3 0.0
C 1.7496 2.6149 1.9624 0.9 -0.4 -0.4
C 0.7566 3.2294 1.2393 -0.7 0.3 -0.8
C 0.7484 3.2000 -0.2001 1.6 1.1 0.3
H 2.0634 2.8628 -1.9193 -0.1 -0.3 0.0
H 3.8831 1.7343 -0.5664 -0.3 0.1 0.0
H 3.6296 1.5266 1.8544 0.0 0.1 0.2
H 1.7683 2.6656 3.0388 -0.1 0.0 0.2
H -0.0140 3.8290 1.7131 0.0 -0.2 0.2
H 0.1522 3.9405 -0.7499 0.0 -0.4 0.2
N -0.1039 -2.4665 -2.5685 0.3 -0.2 0.1
C -0.3703 -2.8944 -1.1160 0.6 -0.5 -1.8
P -0.9059 -1.4193 -0.2198 0.6 -0.1 0.7
O -1.6263 -0.3914 -1.1288 1.0 -0.7 0.9
O 0.3026 -0.8709 0.5117 -0.7 1.0 -0.9
C -2.0100 -2.1644 1.0174 -1.1 0.4 0.1
N -3.1010 -1.1359 1.3140 0.5 -0.6 0.8
H -0.0064 -3.2732 -3.2002 0.0 0.0 0.1
H 0.7803 -1.9366 -2.6459 -0.4 -0.2 0.0
H -0.8760 -1.8850 -2.9234 0.2 0.0 0.0
H 0.5759 -3.3067 -0.7264 -0.4 0.3 0.0
H -1.0957 -3.7116 -1.1715 0.0 0.2 0.1
H -1.4430 -2.3522 1.9319 -0.1 -0.1 -0.1
H -2.5154 -3.0821 0.6761 0.2 0.3 0.1
H -2.6910 -0.3255 1.8145 -0.6 -0.5 -0.1
H -3.8512 -1.5712 1.8866 0.3 0.5 -0.2
H -3.4800 -0.8076 0.4302 -0.4 0.2 -0.2
```
Forces are in eV/Å.

The charge is +3. The total energy is -1082.52261 a.u.

Here is what Mulliken gives for the atomic charges, in e: 0.937 -0.575 -0.384 -0.386 -0.440 -0.314 -0.562 0.544 0.491 0.473 0.507 0.482 0.791 -0.360 -0.621 1.165 -0.967 -0.744 -0.663 -0.317 0.384 0.349 0.353 0.407 0.482 0.405 0.487 0.341 0.388 0.346


The following is a DFT calculation (ωB97M-V/def2-TZVPD) of a 8-piece molecular cluster, C8H16Cl16 overall.

XYZ file:
```
40
Properties=species:S:1:pos:R:3:forces:R:3
Cl -18.4512 -12.9757 4.2323 0.0 0.0 0.2
C -17.7751 -11.6920 5.2521 -0.2 0.5 -1.1
Cl -16.9266 -10.4873 4.1683 -0.1 -0.6 0.9
H -18.6025 -11.1185 5.6701 0.3 -0.3 0.2
H -17.1107 -12.1765 5.9675 0.0 0.5 -0.2
Cl -10.9832 -11.3146 1.7423 0.1 -0.2 0.1
C -10.4300 -12.1246 3.2342 -0.3 0.4 0.3
Cl -9.6661 -13.6789 2.9568 0.1 -0.1 -0.1
H -9.7203 -11.4541 3.7190 -0.1 -0.2 -0.1
H -11.2979 -12.2991 3.8701 0.1 0.2 -0.2
Cl -14.1532 -10.9122 11.3529 -0.4 0.9 0.1
C -14.9945 -12.3126 10.7646 0.1 -1.5 -0.2
Cl -16.7783 -12.4801 11.0650 1.2 0.4 -0.1
H -14.8019 -12.4435 9.6998 -0.4 0.4 0.0
H -14.4667 -13.1356 11.2466 -0.6 -0.1 0.1
Cl -6.9218 -11.4974 8.2632 0.1 0.2 0.3
C -8.0225 -11.8062 6.9327 -0.3 -0.5 -0.1
Cl -7.1376 -11.9898 5.4040 -0.3 0.1 0.0
H -8.5138 -12.7549 7.1486 0.0 0.1 -0.1
H -8.7630 -11.0094 6.8627 0.3 0.0 -0.1
Cl -11.5984 -13.1370 10.2813 -0.1 0.1 0.5
C -10.7839 -12.6936 11.8266 -0.3 -0.3 0.2
Cl -11.8342 -12.7439 13.3290 0.8 0.0 -1.4
H -10.0059 -13.4515 11.9177 -0.2 0.3 0.3
H -10.3725 -11.6952 11.6783 -0.2 -0.2 0.3
Cl -13.2022 -17.0800 7.4424 0.3 -0.2 0.0
C -12.1515 -15.7555 7.9790 -0.8 0.5 -0.1
Cl -10.8382 -15.4020 6.8511 0.1 -0.3 0.2
H -12.8132 -14.8897 7.9545 0.3 0.0 0.2
H -11.8122 -15.9420 8.9979 0.2 -0.1 -0.4
Cl -14.6681 -7.5210 3.0366 0.1 -0.6 -0.3
C -13.7718 -9.0606 2.7866 0.2 0.7 0.4
Cl -13.1002 -9.5849 4.3728 -0.1 -0.1 -0.7
H -14.4135 -9.8347 2.3655 0.0 0.2 0.3
H -12.9403 -8.8218 2.1235 -0.1 -0.2 0.2
Cl -11.5537 -11.9350 6.6028 -0.2 0.0 0.1
C -13.1974 -11.6400 7.2124 0.0 -0.1 -0.3
Cl -14.3707 -12.8731 6.5787 0.7 0.6 0.5
H -13.1126 -11.6772 8.2985 -0.4 -0.1 -0.2
H -13.5136 -10.6583 6.8597 -0.1 -0.3 0.1
```
Forces are in eV/Å.

Its energy above the lowest of the compared OMol25 structures with the same formula, charge and spin is 0.6560 eV. As for the SMILES: ClCCl.ClCCl.ClCCl.ClCCl.ClCCl.ClCCl.ClCCl.ClCCl.

Here is what Mulliken gives for the atomic charges, in e: -0.156 -0.121 -0.122 0.303 0.095 -0.189 0.142 -0.151 0.175 0.022 -0.129 0.236 -0.186 -0.108 0.201 -0.180 0.152 -0.158 0.076 0.127 -0.022 -0.432 -0.142 0.315 0.307 -0.171 0.123 -0.102 -0.153 0.286 -0.157 -0.449 -0.074 0.318 0.354 -0.024 -0.154 -0.186 -0.044 0.380


The following is a DFT calculation (ωB97M-V/def2-TZVPD) of a 8-piece molecular cluster, C8H16Cl16 overall.

XYZ file:
```
40
Properties=species:S:1:pos:R:3:forces:R:3
Cl 2.1305 0.6920 -0.4717 0.1 0.2 0.0
C 0.7294 0.1665 0.4577 0.1 -0.3 -0.1
Cl -0.5038 1.4213 0.5789 -0.1 0.3 0.0
H 0.2868 -0.6825 -0.0496 0.0 -0.1 0.1
H 1.0668 -0.0817 1.4564 -0.1 0.0 0.1
Cl -4.7819 1.4302 -1.3620 0.1 0.3 0.1
C -3.9428 2.7305 -0.4456 -0.4 -0.7 -0.4
Cl -4.3710 4.3351 -1.0248 0.1 0.0 0.1
H -4.2624 2.6004 0.5787 0.1 0.2 0.1
H -2.8887 2.5462 -0.5940 0.1 0.2 0.1
Cl -1.3143 -0.5448 5.0688 0.0 0.0 0.0
C -0.8266 0.9153 4.1889 -0.5 -0.1 -0.2
Cl 0.8975 1.2286 4.2941 0.1 0.1 0.0
H -1.0919 0.7791 3.1456 0.1 -0.1 0.0
H -1.3991 1.7449 4.5875 0.2 0.1 0.2
Cl -0.4195 -5.2081 1.6382 -0.1 -0.1 -0.2
C 0.0820 -4.2578 3.0363 0.0 0.1 -0.2
Cl 0.8659 -2.7494 2.5478 0.3 0.0 0.1
H -0.8004 -3.9894 3.6018 0.0 -0.1 0.1
H 0.7850 -4.8650 3.5893 0.0 0.1 0.2
Cl 2.3703 0.1453 -4.6213 -0.1 0.0 0.1
C 3.3569 1.1927 -3.6047 0.3 0.3 -0.3
Cl 4.4986 2.1658 -4.5748 -0.1 -0.1 0.1
H 2.7304 1.9075 -3.0912 -0.2 -0.1 0.1
H 3.9380 0.5727 -2.9337 0.0 0.0 0.0
Cl 4.5577 -2.4039 -2.7158 0.0 0.0 0.0
C 3.5353 -2.6519 -1.2816 0.6 0.2 0.0
Cl 1.8342 -2.5620 -1.6775 -0.3 -0.2 0.0
H 3.7902 -3.6211 -0.8715 -0.2 -0.1 0.0
H 3.7815 -1.8664 -0.5762 -0.1 0.0 0.0
Cl 0.6452 3.9107 -3.4922 0.0 -0.1 0.0
C -0.2872 4.1579 -2.0055 0.2 0.0 0.0
Cl 0.1223 5.6960 -1.2306 -0.2 0.0 0.0
H -1.3361 4.1429 -2.2768 0.0 0.1 0.1
H -0.0441 3.3708 -1.3007 0.0 0.0 -0.1
Cl -2.2317 -1.6491 1.6702 -0.1 -0.1 0.2
C -2.8758 -2.5570 0.3073 -0.1 0.1 -0.6
Cl -1.8218 -2.4310 -1.1210 0.0 0.0 0.1
H -2.9776 -3.6067 0.5516 0.1 0.0 0.2
H -3.8278 -2.1246 0.0238 0.0 0.0 0.1
```
Forces are in eV/Å.

Its energy above the lowest of the compared OMol25 structures with the same formula, charge and spin is 0.0942 eV. As for the SMILES: ClCCl.ClCCl.ClCCl.ClCCl.ClCCl.ClCCl.ClCCl.ClCCl.

Here is what Mulliken gives for the atomic charges, in e: -0.174 0.514 -0.215 -0.208 0.030 -0.168 0.293 -0.149 0.282 -0.254 -0.157 0.281 -0.145 -0.325 0.337 -0.151 -0.375 -0.045 0.229 0.361 -0.136 0.171 -0.186 -0.016 0.157 -0.160 -0.294 -0.058 0.352 0.172 -0.155 0.476 -0.168 0.164 -0.301 -0.019 -0.482 -0.131 0.302 0.352


The following is a DFT calculation (ωB97M-V/def2-TZVPD) of C8H16CrN4O18 as an isolated structure.

XYZ file:
```
47
Properties=species:S:1:pos:R:3:forces:R:3
Cr -1.1894 1.0779 -0.1318 0.1 1.6 1.4
N -2.9695 2.6581 2.2802 1.2 2.0 -2.5
O -3.4787 2.2531 3.2839 -1.5 -1.2 3.0
O -2.4349 1.8211 1.5066 0.0 -0.6 -0.2
O -2.9743 3.8692 1.9857 -0.1 -0.8 0.1
N -2.9538 0.1115 -1.8847 -1.6 1.9 1.7
O -3.6567 -0.2335 -2.7645 -2.3 -1.5 -3.3
O -1.8585 -0.3322 -1.6901 5.3 -3.0 -0.5
O -3.2831 0.9555 -1.0662 -1.8 2.2 1.3
N 0.8359 2.2705 2.2647 2.7 2.0 0.7
O 2.0701 2.3865 2.2978 1.9 -0.4 0.2
O 0.1716 2.8106 3.0865 -2.3 1.1 2.8
O 0.3560 1.6929 1.3383 -1.9 -3.1 -3.8
N -0.4454 4.0068 -0.9240 1.2 3.3 4.0
O 0.4161 4.1919 -1.7619 0.6 -0.5 -1.7
O -1.2249 3.0593 -0.9380 -1.6 -2.9 -1.1
O -0.5319 4.8021 0.0626 0.0 -0.8 -1.5
C 4.5738 -0.6958 -0.5682 2.0 -0.6 1.9
C 3.2464 -0.1396 -0.4062 -1.2 1.0 -0.8
O 2.8674 -0.0360 -1.7983 -2.7 0.4 -1.2
C 1.5689 0.3302 -2.0785 -0.4 0.9 0.9
O 0.7929 0.7161 -1.2154 1.4 -1.0 -1.8
O 1.3366 0.2437 -3.4132 1.4 -0.9 1.8
C 0.1747 0.7492 -4.0382 -0.3 0.8 -0.6
H 4.6828 -1.6129 -1.1472 -0.1 0.3 -0.2
H 4.8671 -0.9010 0.4613 0.6 -0.4 0.1
H 5.2160 0.1346 -0.8617 0.3 -0.5 -0.6
H 3.3770 0.8473 0.0376 -0.6 0.2 0.0
H 2.5201 -0.6741 0.2060 -0.1 -0.2 -0.3
H -0.2535 -0.0138 -4.6883 0.0 -0.3 0.4
H 0.5729 1.5157 -4.7030 -0.3 0.3 0.0
H -0.5906 1.1704 -3.3862 0.3 -0.1 0.3
C -0.3231 -4.8698 -0.1208 1.2 0.2 -1.7
C -0.3482 -3.3575 -0.0797 -2.1 0.3 -0.4
O -0.6287 -3.0642 1.2710 0.6 1.5 2.0
C -0.8682 -1.7952 1.6989 -0.8 2.0 -1.4
O -0.9578 -0.8031 0.9420 0.3 -2.9 2.0
O -1.0418 -1.8351 3.0200 -1.0 -1.1 -0.6
C -1.5172 -0.6795 3.7843 2.0 1.2 -0.4
H -1.1569 -5.4429 0.2848 0.1 0.6 0.4
H 0.6567 -5.1978 0.2263 -0.2 -0.3 0.5
H -0.2874 -5.1025 -1.1850 -0.1 -0.3 -0.2
H -1.1909 -2.9323 -0.6248 -0.2 -0.2 -0.4
H 0.4934 -2.8480 -0.5489 0.6 -0.2 0.7
H -2.4906 -0.2198 3.6133 0.0 -0.4 -1.0
H -0.6971 -0.0123 3.5189 -0.7 1.1 0.5
H -1.4429 -0.8757 4.8540 0.2 -0.7 -0.3
```
Forces are in eV/Å.

The charge is -2. The spin multiplicity is 5. Its energy above the lowest of the compared OMol25 structures with the same formula, charge and spin is 2.7221 eV.

Here is what Mulliken gives for the atomic charges, in e: 0.579 0.817 -0.689 -0.264 -0.658 1.436 -0.751 -0.685 -0.654 0.697 -0.762 -0.616 -0.364 0.874 -0.685 -0.219 -0.588 -1.544 0.410 -0.341 0.652 0.026 -0.404 -0.503 0.339 0.432 0.333 0.237 0.034 0.245 0.262 0.175 -1.498 0.263 -0.298 0.636 -0.160 -0.441 -0.374 0.337 0.332 0.419 0.187 0.146 0.261 0.140 0.228